1.
The following is a quantum chemistry calculation of C16H21N3O3S2 in the gas phase in a non-equilibrium geometry, from the OMol25 dataset.

XYZ file:
```
45
Properties=species:S:1:pos:R:3:lowdin_charge:R:1
C 1.909 -4.504 0.040 -0.095
C 1.924 -3.555 -1.152 -0.228
C 0.505 -3.239 -1.638 -0.351
C 0.486 -2.515 -3.000 -0.207
C 1.302 -1.230 -3.026 -0.092
C -0.225 -2.418 -0.636 -0.564
N 0.259 -1.415 -0.001 0.031
N -0.595 -0.801 0.813 -0.002
C -1.779 -1.317 0.801 -0.629
N -2.851 -0.888 1.526 0.105
C -3.118 0.386 1.985 -0.492
O -4.164 0.612 2.540 0.113
C -2.060 1.402 1.716 -0.104
S -2.077 1.765 -0.101 0.699
O -2.550 0.612 -0.822 -0.316
O -2.803 2.986 -0.287 -0.300
C -0.319 2.048 -0.542 -0.165
C 0.288 2.927 0.488 -0.291
C 1.178 2.407 1.422 -0.048
C 1.706 3.220 2.410 -0.075
C 1.343 4.554 2.479 -0.085
C 0.451 5.076 1.556 -0.070
C -0.074 4.268 0.563 -0.040
S -1.918 -2.708 -0.257 1.127
H 1.416 -5.439 -0.217 0.075
H 2.924 -4.727 0.359 0.072
H 1.380 -4.054 0.877 0.071
H 2.418 -2.626 -0.868 0.106
H 2.480 -4.010 -1.974 0.118
H -0.043 -4.180 -1.759 0.133
H 0.867 -3.205 -3.756 0.112
H -0.553 -2.286 -3.251 0.111
H 1.021 -0.584 -2.198 0.050
H 1.123 -0.696 -3.956 0.074
H 2.365 -1.441 -2.953 0.073
H -3.647 -1.514 1.563 0.155
H -2.290 2.340 2.211 0.121
H -1.067 1.033 1.950 0.082
H -0.358 2.504 -1.528 0.120
H 0.141 1.066 -0.583 0.068
H 1.461 1.366 1.365 0.113
H 2.402 2.810 3.127 0.104
H 1.754 5.187 3.251 0.102
H 0.165 6.115 1.609 0.105
H -0.779 4.665 -0.150 0.114
```

Gap between HOMO and LUMO: 9.7 eV
SMILES: CCC(CC)c1nnc(NC(=O)CS(=O)(=O)Cc2ccccc2)s1
Charge: 0
LUMO energy: 0.0151 Ha
ΔE to the lowest compared entry with this formula, charge and spin: 49.8 kcal/mol

***

2.
The following is a quantum chemistry calculation of 12 unconnected molecules or ions with the total composition C5H34N2O12 in a non-equilibrium geometry, from the OMol25 dataset.

XYZ file:
```
53
Properties=species:S:1:pos:R:3:mulliken_spin:R:1
C 1.144 1.619 -0.661 0.027
N 0.711 0.240 -0.581 0.720
C 1.207 -0.474 0.589 0.022
C 2.332 -0.766 -2.181 0.077
C 0.889 -0.382 -1.907 -0.015
C -0.063 -1.601 -2.031 0.018
N -1.291 -1.298 -2.431 0.007
O 0.285 -2.747 -1.760 0.006
H 0.310 2.256 -0.879 0.014
H 1.939 1.661 -1.412 0.020
H 1.575 1.972 0.277 0.005
H 1.694 -1.421 0.356 0.019
H 0.404 -0.608 1.331 0.035
H 2.040 0.078 1.052 0.029
H 3.004 -0.084 -1.657 0.000
H 2.551 -0.803 -3.253 0.003
H 2.630 -1.675 -1.676 0.001
H 0.580 0.399 -2.602 0.004
H -1.559 -0.361 -2.705 -0.001
H -1.974 -2.028 -2.562 0.001
H 2.258 -2.568 3.862 0.000
H 1.138 -2.452 2.844 0.000
O 1.788 -1.914 3.332 0.001
H -3.725 0.390 -0.250 0.000
H -4.492 0.657 1.072 0.000
O -4.190 -0.067 0.508 0.000
H -1.709 4.277 1.771 0.000
H -1.756 3.001 2.620 0.000
O -1.135 3.677 2.226 0.000
H 0.675 1.807 4.154 0.000
H -0.266 2.994 3.924 0.000
O 0.143 2.460 4.641 0.000
H -1.761 1.007 -0.958 0.004
H -2.551 2.247 -1.542 0.000
O -2.533 1.268 -1.491 0.003
H -2.476 0.991 2.109 0.000
H -2.561 0.987 3.596 0.000
O -2.784 1.568 2.846 0.000
H -1.080 1.548 -3.544 0.000
H -0.218 2.593 -4.111 0.000
O -0.407 1.647 -4.204 0.000
H -0.739 -1.976 4.071 0.000
H -1.169 -3.342 3.509 0.000
O -1.346 -2.384 3.433 0.000
H 2.817 -4.625 -2.254 0.000
H 1.891 -3.517 -1.749 0.000
O 2.769 -3.908 -1.609 0.000
H -0.200 -3.766 1.287 0.000
H 1.240 -4.454 1.441 0.000
O 0.518 -4.036 1.918 0.000
H 0.818 4.703 -2.818 0.000
H 1.772 3.481 -3.106 0.000
O 0.865 3.726 -2.836 0.000
```

Gap between HOMO and LUMO (alpha / beta): 10.2 / 5.8 eV
Expectation value of S²: 0.7540
Charge: +1
LUMO energy (alpha / beta): -0.1156 / -0.2782 Ha
2S+1: 2
ΔE to the lowest compared entry with this formula, charge and spin: 0.0 kcal/mol

***

3.
The following is a quantum chemistry calculation of 6 unconnected molecules or ions with the total composition C44H86BBr2F3N5O14 in a non-equilibrium geometry, from the OMol25 dataset.

XYZ file:
```
155
Properties=species:S:1:pos:R:3:lowdin_charge:R:1
C -1.816 0.724 -3.932 -0.116
C -0.602 -0.139 -4.564 -0.140
B 0.883 0.544 -4.384 -0.313
O 1.405 1.219 -5.583 0.068
C 1.773 0.445 -2.969 -0.090
C 2.986 -0.473 -3.490 -0.306
F 2.366 -1.519 -4.302 0.066
F 3.908 0.185 -4.355 0.084
F 3.732 -1.154 -2.485 0.059
N 0.733 -0.133 -2.051 -0.028
N 0.978 -1.377 -1.462 0.143
C -0.016 -2.231 -1.636 -0.092
O -0.717 -3.185 -2.075 0.142
C 0.206 0.783 -1.025 -0.158
N -0.645 0.547 -0.010 0.124
C -1.105 1.629 0.930 -0.173
C -1.810 1.008 2.275 -0.114
C -3.420 1.207 2.081 -0.271
O -4.205 0.482 3.062 -0.104
N 0.874 2.076 -1.392 -0.017
C -0.204 2.943 -1.972 -0.042
C 2.129 1.877 -2.236 -0.279
C 2.546 3.047 -3.256 -0.120
C 3.108 4.400 -2.590 -0.157
C 1.993 5.491 -2.177 -0.257
N 1.030 5.845 -3.265 -0.092
C 0.118 6.894 -2.675 -0.185
C -0.776 7.549 -3.869 -0.091
C -0.169 8.156 -5.182 -0.021
C -1.141 8.751 -6.284 -0.069
C -2.713 8.735 -6.080 -0.066
C -3.334 8.155 -4.749 -0.011
C -2.343 7.568 -3.645 -0.180
O -2.980 7.060 -2.438 -0.080
C 3.225 1.560 -1.062 -0.547
Br 5.128 1.690 -1.734 0.808
C 3.078 2.484 0.261 -0.645
C 4.516 2.985 0.883 -0.227
Br 2.296 1.323 1.726 0.732
H -2.797 0.353 -4.442 0.100
H -1.745 1.849 -4.146 0.077
H -1.908 0.450 -2.821 0.061
H -0.630 -1.247 -4.201 0.111
H -0.817 -0.207 -5.709 0.127
H 0.710 1.886 -5.803 0.118
H -1.006 -0.412 0.132 0.163
H -0.310 2.418 1.170 0.104
H -1.952 2.197 0.361 0.125
H -1.498 1.629 3.209 0.130
H -1.592 -0.110 2.410 0.124
H -3.695 2.337 2.137 0.135
H -3.730 0.877 1.004 0.126
H -5.119 0.371 2.679 0.113
H -1.220 2.441 -1.693 0.098
H -0.260 4.008 -1.547 0.093
H -0.208 3.018 -3.119 0.091
H 3.412 2.620 -3.908 0.124
H 1.726 3.353 -4.007 0.110
H 3.763 4.914 -3.409 0.141
H 3.799 4.262 -1.686 0.077
H 1.475 5.219 -1.162 0.107
H 2.580 6.471 -1.941 0.136
H 0.472 5.040 -3.587 0.075
H -0.614 6.310 -1.976 0.110
H 0.693 7.681 -2.068 0.133
H 0.976 8.187 -5.370 0.104
H -0.760 9.197 -7.275 0.087
H -3.466 9.127 -6.862 0.091
H -4.474 8.131 -4.538 0.101
H -3.525 7.823 -2.100 0.117
H 2.991 0.470 -0.718 0.082
H 2.478 3.458 0.108 0.098
H 5.213 2.116 1.153 0.078
H 4.226 3.483 1.899 0.090
H 5.001 3.819 0.261 0.038
C 6.962 5.670 0.163 -0.117
O 6.056 6.761 0.040 -0.205
C 6.312 7.788 1.000 -0.193
C 7.112 8.937 0.390 -0.196
O 8.419 8.517 0.005 -0.191
C 8.511 8.236 -1.387 -0.109
H 6.918 5.087 -0.761 0.089
H 7.992 5.997 0.313 0.090
H 6.656 5.030 0.996 0.075
H 6.818 7.379 1.882 0.128
H 5.339 8.172 1.321 0.123
H 7.237 9.717 1.149 0.126
H 6.580 9.381 -0.460 0.125
H 8.602 9.172 -1.945 0.089
H 7.648 7.674 -1.753 0.080
H 9.409 7.637 -1.554 0.092
C 0.719 -4.718 0.383 -0.130
O 1.418 -5.751 1.062 -0.177
C 2.337 -5.239 2.028 -0.188
C 1.753 -5.290 3.438 -0.192
O 0.626 -4.425 3.567 -0.201
C -0.610 -5.123 3.455 -0.111
H -0.158 -5.160 -0.096 0.083
H 0.379 -3.929 1.059 0.081
H 1.362 -4.286 -0.391 0.079
H 2.650 -4.222 1.767 0.123
H 3.224 -5.880 1.994 0.127
H 2.511 -4.936 4.144 0.125
H 1.490 -6.316 3.720 0.129
H -0.834 -5.626 4.399 0.094
H -0.598 -5.856 2.644 0.074
H -1.396 -4.393 3.248 0.086
C -4.439 -9.874 2.250 -0.093
O -5.335 -8.774 2.132 -0.215
C -5.060 -7.748 3.086 -0.186
C -4.255 -6.608 2.466 -0.193
O -2.954 -7.043 2.071 -0.210
C -2.878 -7.328 0.679 -0.101
H -4.497 -10.458 1.329 0.078
H -3.404 -9.557 2.391 0.085
H -4.745 -10.509 3.087 0.093
H -4.552 -8.159 3.965 0.128
H -6.028 -7.353 3.414 0.126
H -4.115 -5.828 3.221 0.121
H -4.789 -6.162 1.619 0.125
H -2.783 -6.395 0.117 0.081
H -3.751 -7.882 0.322 0.083
H -1.988 -7.937 0.505 0.095
C -7.474 -8.766 -0.369 -0.111
O -8.653 -9.515 -0.642 -0.191
C -8.753 -9.888 -2.017 -0.198
C -8.299 -11.329 -2.241 -0.197
O -6.909 -11.488 -1.960 -0.194
C -6.676 -12.032 -0.666 -0.109
H -7.304 -8.782 0.709 0.075
H -6.592 -9.180 -0.861 0.083
H -7.617 -7.728 -0.687 0.087
H -8.191 -9.193 -2.650 0.123
H -9.810 -9.808 -2.291 0.123
H -8.443 -11.580 -3.297 0.123
H -8.898 -12.029 -1.647 0.126
H -6.839 -13.113 -0.688 0.089
H -7.320 -11.580 0.094 0.087
H -5.636 -11.837 -0.398 0.077
C 2.383 2.741 8.506 -0.106
O 1.803 1.604 7.875 -0.190
C 0.978 1.962 6.768 -0.197
C 1.716 1.789 5.441 -0.225
O 2.815 2.691 5.333 -0.211
C 4.057 2.074 5.652 -0.106
H 3.218 2.397 9.121 0.092
H 2.764 3.469 7.788 0.082
H 1.644 3.219 9.155 0.089
H 0.599 2.984 6.879 0.126
H 0.118 1.283 6.780 0.124
H 1.025 2.027 4.624 0.090
H 2.048 0.754 5.306 0.125
H 4.403 1.483 4.799 0.079
H 3.985 1.433 6.535 0.088
H 4.786 2.861 5.856 0.093
```

Gap between HOMO and LUMO: 6.6 eV
Charge: +1
LUMO energy: -0.1293 Ha

***

4.
The following is a quantum chemistry calculation of C4H4N2 in the gas phase in a non-equilibrium geometry, from the OMol25 dataset.

XYZ file:
```
10
Properties=species:S:1:pos:R:3:lowdin_charge:R:1
H 0.072 1.952 -1.777 0.120
N -0.366 2.028 -0.756 0.188
C -0.276 0.843 -0.297 -0.556
C -0.576 0.166 0.940 -0.061
C -0.124 -1.048 0.860 -0.023
C 0.457 -1.072 -0.600 -0.094
N 0.257 0.019 -1.119 0.032
H -0.756 0.719 1.899 0.132
H -0.023 -1.654 1.718 0.084
H 1.335 -1.952 -0.868 0.178
```

Gap between HOMO and LUMO: 9.6 eV
SMILES: [H]/N=C1/C=CC=N1
Charge: 0
LUMO energy: -0.0241 Ha
ΔE to the lowest compared entry with this formula, charge and spin: 72.7 kcal/mol

***

5.
The following is a quantum chemistry calculation of a molecular structure, C6H12N2 in a non-equilibrium geometry, from the OMol25 dataset.

XYZ file:
```
20
Properties=species:S:1:pos:R:3:lowdin_charge:R:1
C -1.841 -0.199 0.293 -0.422
C -0.852 -1.292 -0.032 -0.147
C -0.748 0.670 0.703 -0.170
C 1.548 -0.263 0.286 -0.373
C 2.696 -0.395 -0.595 -0.102
C 2.225 1.012 -0.077 -0.101
H -3.329 1.305 -0.416 0.003
H -3.349 -0.085 -1.533 0.170
H -2.460 -0.482 1.249 0.141
H -0.904 -1.719 1.048 0.151
H -1.220 -1.632 -1.016 0.130
H -0.603 0.743 1.870 0.134
H -0.491 1.829 0.070 0.188
H 2.044 -0.679 1.285 0.168
H 3.498 -1.141 -0.332 0.131
H 2.282 -0.210 -1.449 0.025
H 2.808 1.542 0.739 0.107
H 1.841 1.659 -0.937 0.123
N -2.741 0.575 -0.680 -0.006
N 0.130 -0.336 0.100 -0.153
```

Gap between HOMO and LUMO: 9.0 eV
Charge: 0
LUMO energy: 0.0382 Ha
ΔE to the lowest compared entry with this formula, charge and spin: 171.1 kcal/mol

***

6.
The following is a quantum chemistry calculation of C2H4N2O in the gas phase in a non-equilibrium geometry, from the OMol25 dataset.

XYZ file:
```
9
Properties=species:S:1:pos:R:3:lowdin_charge:R:1
C 0.905 0.944 0.396 -0.040
O 0.028 -0.174 0.889 -0.169
C -0.572 -0.925 -0.190 -0.445
N -1.928 -1.293 -0.255 0.130
N -1.575 -0.432 -1.066 0.131
H 0.795 1.657 1.202 0.082
H 0.332 1.422 -0.337 0.045
H 1.893 0.526 0.033 0.111
H 0.122 -1.725 -0.672 0.155
```

Gap between HOMO and LUMO: 10.8 eV
SMILES: COC1N=N1
Charge: 0
LUMO energy: 0.0139 Ha
ΔE to the lowest compared entry with this formula, charge and spin: 79.0 kcal/mol